Entry 1:
{
  "formula": "C6H6NO2S",
  "method": "ωB97M-V with the def2-TZVPD basis set",
  "smiles": "[O-][N+]([O-])=CCc1cccs1",
  "total_charge": -1,
  "de_lowest_ev": 4.223,
  "e_lumo_ev": 3.5,
  "elements": ["O", "N", "O", "C", "C", "C", "C", "C", "C", "S", "H", "H", "H", "H", "H", "H"],
  "xyz": [[-3.8208, 0.3458, 0.6797], [-2.7011, 0.2112, 0.0885], [-2.3787, -0.8958, -0.4621], [-1.9036, 1.2133, 0.0596], [-0.3966, 1.1222, -0.6635], [0.5018, 0.0784, -0.2012], [1.7972, 0.2065, 0.0713], [2.3776, -0.9724, 0.5811], [1.5518, -2.0787, 0.5102], [-0.0219, -1.6188, -0.0722], [-2.2512, 2.2043, 0.6411], [-0.6144, 1.1012, -1.8274], [0.0619, 2.1235, -0.7319], [2.5035, 1.1091, 0.0842], [3.4548, -0.9953, 0.8478], [1.8395, -3.1544, 0.3947]],
  "forces_ev_per_a": [[-0.44, -0.46, 0.03], [-1.14, -0.60, 0.26], [-0.18, -0.15, -0.34], [3.78, 4.17, 0.26], [-4.32, 1.67, -2.19], [-1.50, -1.23, -0.70], [2.80, 1.23, 1.61], [1.21, -1.72, -0.25], [0.43, 0.11, -1.08], [1.01, 0.80, 0.41], [0.98, -2.62, -1.56], [0.20, -0.93, 1.93], [0.04, -0.29, 1.15], [-1.79, -0.92, -0.27], [-0.82, -0.21, -0.14], [-0.25, 1.15, 0.85]]
}

***

Entry 2:
{
  "formula": "C6H6NS",
  "method": "ωB97M-V with the def2-TZVPD basis set",
  "total_charge": 1,
  "de_lowest_ev": 3.421,
  "e_lumo_ev": -6.2,
  "elements": ["C", "C", "C", "C", "C", "C", "N", "S", "H", "H", "H", "H", "H", "H"],
  "xyz": [[-1.0479, 1.2637, -0.4112], [-0.4157, 0.0645, -0.2700], [-1.5158, -0.7909, 0.1511], [-2.8984, -0.2079, 0.2920], [1.9146, -0.1286, 0.6404], [0.9469, -0.3565, -0.5159], [-2.3374, -1.7088, 0.4030], [-2.8085, 1.3561, -0.0592], [-0.7540, 2.2264, -0.9407], [2.0503, 0.8601, 0.9919], [2.8764, -0.4111, 0.3133], [1.8693, -0.9026, 1.5135], [0.8171, -1.4848, -0.8437], [1.3030, 0.2203, -1.2646]],
  "forces_ev_per_a": [[0.11, 2.09, -1.58], [-2.79, 0.94, 0.74], [-0.94, 1.17, 0.10], [2.07, -4.60, 0.46], [0.10, -3.24, 1.82], [-0.46, -3.57, 1.68], [-1.44, 2.57, -0.06], [0.77, -0.19, -0.01], [0.51, -1.42, 0.97], [-0.56, 1.08, 0.37], [1.27, -0.17, -0.94], [-0.76, 1.64, -1.23], [0.99, 2.22, 0.57], [1.13, 1.47, -2.91]]
}

***

Entry 3:
{
  "formula": "C6H6O",
  "method": "ωB97M-V with the def2-TZVPD basis set",
  "de_lowest_ev": 6.654,
  "e_lumo_ev": 0.4,
  "elements": ["C", "C", "C", "C", "C", "O", "C", "H", "H", "H", "H", "H", "H"],
  "xyz": [[-2.1365, -1.2727, 0.7592], [-1.2362, -0.6848, 0.2177], [-0.1551, 0.0226, -0.4381], [1.7561, -0.6934, -0.8477], [1.2642, -0.0498, 0.3230], [1.3322, 1.3699, 0.4147], [0.0531, 1.5335, -0.1889], [-2.9334, -1.7933, 1.2440], [-0.1006, -0.2295, -1.5073], [1.5208, -1.7649, -0.6860], [1.2159, -0.5248, 1.3081], [-0.6814, 1.9562, 0.5054], [0.1010, 2.1311, -1.1042]],
  "forces_ev_per_a": [[0.35, 0.23, -0.19], [-0.34, -0.27, 0.21], [-0.24, -0.05, -0.10], [-0.15, -0.01, 0.29], [0.28, -0.33, 0.02], [0.11, 0.09, 0.07], [-0.26, 0.19, -0.14], [0.14, 0.10, -0.10], [-0.01, 0.03, 0.09], [0.00, 0.13, -0.04], [0.02, 0.05, -0.15], [0.11, -0.08, -0.08], [0.00, -0.09, 0.12]]
}

***

Entry 4:
{
  "formula": "C6H6O",
  "method": "ωB97M-V with the def2-TZVPD basis set",
  "de_lowest_ev": 2.858,
  "e_lumo_ev": 0.1,
  "elements": ["C", "C", "C", "C", "C", "C", "O", "H", "H", "H", "H", "H", "H"],
  "xyz": [[-0.7661, -1.1292, 0.8483], [0.2086, -0.2905, 0.3774], [-0.5213, 0.4887, -0.6031], [-1.9241, -0.6149, 0.1853], [-0.3239, 1.3050, -1.6114], [1.6304, -0.1485, 0.7729], [-3.0998, -0.6135, 0.0874], [-0.7171, -1.9810, 1.5079], [-1.1535, 1.7377, -2.1485], [0.6638, 1.5712, -1.9704], [1.8422, -0.6760, 1.7002], [1.8954, 0.9039, 0.8718], [2.2655, -0.5528, -0.0178]],
  "forces_ev_per_a": [[0.92, -0.33, 0.44], [-0.33, -0.42, 0.24], [-2.75, -1.50, 0.98], [1.05, 2.83, -2.22], [0.40, 0.11, -0.13], [0.04, -0.18, 0.01], [0.49, -0.49, 0.44], [0.12, -0.08, 0.19], [-0.16, -0.06, -0.08], [0.16, 0.10, 0.09], [0.09, 0.03, 0.00], [-0.06, 0.02, 0.06], [0.03, -0.03, -0.02]]
}

***

Entry 5:
{
  "formula": "C6H6O",
  "method": "ωB97M-V with the def2-TZVPD basis set",
  "smiles": "C#CC[C@H](O)C#C",
  "de_lowest_ev": 4.504,
  "e_lumo_ev": 1.0,
  "elements": ["C", "C", "C", "C", "O", "C", "C", "H", "H", "H", "H", "H", "H"],
  "xyz": [[0.9364, -1.5874, -1.3444], [-0.0318, -0.8888, -1.1843], [-1.1069, 0.0446, -0.8548], [-0.4897, 1.0776, 0.3834], [0.4405, 2.0745, -0.0087], [0.1279, 0.1786, 1.3708], [0.6485, -0.6302, 2.0956], [1.7327, -2.2585, -1.5629], [-1.4248, 0.5055, -1.8122], [-1.9897, -0.5809, -0.5843], [-1.2383, 1.6866, 0.9217], [1.2971, 1.6734, -0.2168], [1.0982, -1.2952, 2.7969]],
  "forces_ev_per_a": [[-0.59, 0.18, -0.24], [0.70, -0.14, 0.02], [0.44, 0.49, 0.51], [-0.49, -0.70, -0.43], [-0.17, -0.47, -0.66], [0.08, -0.62, 0.27], [-0.29, 0.60, -0.13], [0.02, 0.06, 0.08], [0.34, 0.58, 0.81], [0.56, 0.76, 0.60], [-0.29, -0.66, -0.72], [-0.27, -0.11, 0.02], [-0.02, 0.03, -0.12]]
}

***

Entry 6:
{
  "formula": "C6H6O",
  "method": "ωB97M-V with the def2-TZVPD basis set",
  "smiles": "C#CC1=CCOC1",
  "de_lowest_ev": 3.321,
  "e_lumo_ev": 0.9,
  "elements": ["C", "C", "C", "C", "C", "O", "C", "H", "H", "H", "H", "H", "H"],
  "xyz": [[2.7455, -0.8311, 0.4101], [1.8552, -0.0183, 0.5125], [0.4889, 0.3227, 0.2580], [-0.3789, 1.3352, 0.2968], [-1.6726, 0.8012, -0.3098], [-1.3199, -0.3968, -0.9795], [-0.2297, -0.9092, -0.2633], [3.4196, -1.6401, 0.2296], [-0.2689, 2.3484, 0.6902], [-2.3995, 0.5680, 0.4865], [-2.1199, 1.4627, -1.0543], [0.4053, -1.5334, -0.8972], [-0.5249, -1.5091, 0.6205]],
  "forces_ev_per_a": [[-0.26, 0.36, 0.10], [0.24, -0.53, -0.12], [0.06, 0.03, 0.02], [0.19, -0.31, -0.15], [-0.14, 0.31, 0.09], [-0.16, -0.07, 0.19], [0.19, -0.21, 0.03], [0.25, 0.38, 0.26], [0.10, -0.44, -0.23], [-0.04, 0.22, -0.10], [-0.07, 0.08, 0.22], [-0.22, 0.17, -0.07], [-0.14, 0.02, -0.25]]
}

***

Entry 7:
{
  "formula": "C6H6O",
  "method": "ωB97M-V with the def2-TZVPD basis set",
  "de_lowest_ev": 7.092,
  "e_lumo_ev": 0.3,
  "elements": ["C", "C", "C", "C", "O", "C", "C", "H", "H", "H", "H", "H", "H"],
  "xyz": [[2.4253, 0.1940, -0.0356], [-2.3844, 0.1737, -0.0390], [0.9731, 0.0011, -0.1831], [-0.9522, -0.1381, 0.1587], [0.0309, 0.8956, 0.2162], [0.0459, -1.0252, -0.5315], [-0.2679, -1.5934, 0.6661], [2.7312, 1.1171, -0.5346], [2.7076, 0.2724, 1.0186], [-2.9681, -0.7373, 0.0921], [-2.7161, 0.9078, 0.6984], [2.9568, -0.6418, -0.4868], [-2.5821, 0.5741, -1.0395]],
  "forces_ev_per_a": [[0.03, -0.01, 0.26], [0.03, 0.19, -0.15], [-0.58, 0.43, -0.07], [0.30, -1.04, -1.50], [1.05, -0.36, 0.63], [-1.32, 0.41, 0.33], [0.72, 0.44, 0.45], [-0.08, -0.03, -0.01], [-0.01, 0.01, -0.11], [0.02, 0.04, 0.02], [-0.05, -0.08, 0.03], [-0.06, 0.02, 0.02], [-0.04, -0.02, 0.09]]
}

***

Entry 8:
{
  "formula": "C6H6O",
  "method": "ωB97M-V with the def2-TZVPD basis set",
  "de_lowest_ev": 5.143,
  "e_lumo_ev": 0.7,
  "elements": ["C", "C", "C", "C", "C", "O", "C", "H", "H", "H", "H", "H", "H"],
  "xyz": [[2.0028, 1.5975, -0.3555], [1.1067, 0.8418, -0.0796], [0.0182, -0.0775, 0.2182], [-1.3019, 0.6397, 0.5072], [0.2975, -1.1240, 1.3498], [0.1232, -2.1296, 0.5036], [-0.0723, -1.3228, -0.6843], [2.7954, 2.2698, -0.5993], [-2.1243, -0.0770, 0.5903], [-1.5440, 1.3605, -0.2770], [-1.2285, 1.1756, 1.4563], [0.7512, -1.4792, -1.3834], [-1.0338, -1.5389, -1.1583]],
  "forces_ev_per_a": [[-0.34, -0.29, 0.11], [0.36, 0.30, -0.10], [0.02, 0.14, 0.04], [-0.12, 0.05, 0.04], [-0.03, -0.11, -0.30], [0.07, 0.02, 0.32], [-0.04, 0.00, -0.26], [-0.12, -0.11, 0.06], [0.11, 0.03, 0.00], [0.06, -0.11, 0.02], [0.04, -0.03, -0.10], [-0.11, 0.07, 0.08], [0.10, 0.06, 0.09]]
}

***

Number 1: E_tot -22736.107 eV. Number 2: E_tot -18631.552 eV. Number 3: E_tot -8359.852 eV. Number 4: E_tot -8363.649 eV. Number 5: E_tot -8362.002 eV. Number 6: E_tot -8363.185 eV. Number 7: E_tot -8359.414 eV. Number 8: E_tot -8361.363 eV.